A 2-piece molecular cluster, C3H9NO2 overall, computed with wB97M-V/def2-TZVPD.

Output
HOMO-LUMO gap in eV: 10.8
F_max in eV/A: 2.95
Structure (SMILES): CC(N)=O.CO
Electronic energy in Eh: -324.9308
Charge: 0
HOMO level in eV: -9.91
M in g mol⁻¹: 91.110

Last column: Löwdin charge in e.
Element x y z (Å)
C1 2.70497 -0.17142 1.36948  -0.0120
C2 1.31265 -0.10254 0.79415  -0.5649
N1 0.96864 -0.79751 -0.32525  0.1594
O1 0.60015 0.83400 1.14315  0.0180
H1 2.70413 -0.42211 2.42748  0.0786
H2 3.27279 0.72325 1.23347  0.0767
H3 3.23734 -1.02664 0.90456  0.0780
H4 0.31855 -0.26684 -0.88706  0.0763
H5 1.38250 -1.61873 -0.72612  0.1020
C3 -3.09580 0.37381 -1.08828  -0.1500
O2 -1.67052 0.51997 -1.16169  -0.1660
H6 -3.38114 0.40615 -2.16225  0.0862
H7 -3.39687 -0.51681 -0.53592  0.0765
H8 -3.61998 1.24931 -0.71174  0.0693
H9 -1.33740 0.81610 -0.27399  0.0718

Forces on the atoms, in the same order (eV/Å):
C 0.158 -2.942 0.065
C 0.511 2.101 -0.585
N -0.115 0.175 0.110
O -0.384 -0.487 0.133
H -0.270 0.270 0.172
H -0.034 0.672 -0.305
H 0.021 0.563 0.099
H -0.422 -0.608 -0.115
H 0.400 0.147 0.270
C 0.385 0.596 -1.562
O 0.066 0.543 1.681
H -0.195 -0.812 0.703
H -0.069 -0.062 -0.276
H 0.261 0.184 0.586
H -0.313 -0.341 -0.976